Entry 1:
DFT (ωB97M-V with the def2-TZVPD basis set) results for 5 unconnected molecules or ions with the total composition C19H36BN3O21S5 at a distorted geometry.

```
85
C19H36BN3O21S5 | the OMol25 dataset | ωB97M-V with the def2-TZVPD basis set
O -3.79 -4.02 2.39
C -2.91 -3.70 1.43
N -1.55 -3.17 1.90
C -0.89 -2.39 0.79
C 0.48 -1.60 1.21
C 0.25 -0.25 2.12
C -0.94 0.75 1.60
C -0.59 1.61 0.25
C -0.67 0.71 -1.14
C -0.77 1.64 -2.49
S -0.47 0.59 -4.02
C 1.03 -0.52 -3.84
N 1.39 -1.63 -2.88
N 2.62 -2.26 -3.11
C 3.10 -1.50 -4.35
O 2.16 -0.44 -4.81
O -3.13 -3.75 -0.02
C -4.05 -4.83 -0.42
B -5.39 -4.12 -1.06
O -5.48 -3.91 -2.54
O -6.55 -3.61 -0.27
H -0.95 -3.94 2.27
H -0.58 -3.13 -0.10
H -1.64 -1.62 0.29
H 1.10 -1.40 0.23
H 1.14 -2.34 1.87
H 0.02 -0.56 3.24
H 1.29 0.32 2.17
H -1.98 0.23 1.41
H -1.13 1.55 2.46
H 0.46 2.18 0.33
H -1.41 2.45 0.13
H 0.31 0.07 -1.17
H -1.67 0.06 -1.11
H -0.10 2.59 -2.49
H -1.90 2.01 -2.56
H 4.12 -1.82 -4.83
H -4.25 -5.64 0.40
H -3.52 -5.40 -1.32
H -5.03 -4.66 -3.03
H -6.91 -2.82 -0.79
C -0.90 6.62 3.37
C -2.13 5.74 3.14
O -1.84 5.00 1.96
S -0.24 4.72 1.89
O 0.02 3.40 2.41
O 0.25 5.16 0.60
O 0.22 5.81 3.02
H -0.91 7.49 2.71
H -0.82 6.95 4.41
H -3.04 6.33 3.01
H -2.27 5.04 3.97
C 1.48 -4.23 -6.72
C 0.26 -3.89 -5.86
O -0.42 -5.13 -5.68
S 0.67 -6.34 -5.65
O 0.96 -6.66 -4.27
O 0.27 -7.33 -6.62
O 1.93 -5.50 -6.25
H 1.20 -4.33 -7.77
H 2.27 -3.48 -6.62
H -0.39 -3.16 -6.33
H 0.57 -3.52 -4.87
C -2.85 6.49 8.83
C -2.87 5.69 7.53
O -2.84 6.66 6.49
S -2.00 7.96 7.00
O -0.65 7.85 6.49
O -2.82 9.14 6.80
O -1.98 7.59 8.58
H -3.85 6.89 9.06
H -2.49 5.90 9.67
H -3.75 5.05 7.44
H -1.96 5.07 7.44
C 7.04 -1.36 -1.79
C 7.24 -2.85 -1.53
O 6.98 -3.49 -2.78
S 7.44 -2.49 -3.98
O 8.76 -2.88 -4.41
O 6.33 -2.34 -4.89
O 7.57 -1.13 -3.09
H 5.98 -1.10 -1.80
H 7.56 -0.74 -1.05
H 6.56 -3.23 -0.75
H 8.27 -3.07 -1.24
```

- DFT total energy (Eh) = -4505.31162
- charge = 0
- spin multiplicity = 1
- E_HOMO (eV) = -9.190
- SMILES = O=C(NCCCCCCCSc1nnco1)OCB(O)O.O=S1(=O)OCCO1.O=S1(=O)OCCO1.O=S1(=O)OCCO1.O=S1(=O)OCCO1
- HOMO-LUMO gap (eV) = 8.749

=====

Entry 2:
DFT (ωB97M-V with the def2-TZVPD basis set) results for 9 unconnected molecules or ions with the total composition C36H77BrClF2IN3O12S11 at a distorted geometry.

```
144
C36H77BrClF2IN3O12S11 | the OMol25 dataset | ωB97M-V with the def2-TZVPD basis set
C 0.50 -1.41 2.01
C 0.79 -0.45 1.31
C 1.40 0.62 0.37
C 1.80 0.22 -1.11
C 3.19 -0.59 -1.26
C 3.65 -1.38 0.05
C 4.52 -0.54 1.09
C 4.38 -1.16 2.56
S 3.96 0.10 3.84
O 2.50 0.32 3.97
O 4.43 -0.31 5.19
O 4.65 1.58 3.51
N 0.81 -0.52 -1.91
C 0.60 -1.93 -1.52
C -0.52 0.14 -2.14
C -1.42 -0.76 -3.09
C -2.46 -1.74 -2.31
F -2.32 -0.11 -4.00
C -0.54 1.71 -2.42
C -1.74 2.27 -1.49
C -3.13 1.51 -1.54
O -3.36 0.68 -0.66
I -4.81 1.79 -2.87
N -0.68 2.08 -3.86
C -1.68 2.75 -4.19
S -2.52 4.10 -4.58
N 0.78 2.47 -2.09
F 0.44 3.48 -1.21
S 1.40 3.47 -3.48
C 2.02 1.69 -1.82
Br 2.50 1.04 -3.70
C 3.30 2.48 -1.29
Cl 3.18 4.13 -0.55
C 4.55 2.61 -2.33
C 5.71 3.48 -1.59
H 0.46 -2.36 2.62
H 2.27 1.11 0.94
H 0.62 1.46 0.31
H 4.08 0.03 -1.54
H 3.13 -1.37 -2.09
H 4.36 -2.19 -0.33
H 2.82 -1.98 0.56
H 4.32 0.57 1.13
H 5.61 -0.65 0.77
H 3.57 -1.96 2.56
H 5.40 -1.60 2.83
H 3.92 2.21 3.33
H -0.27 -1.97 -0.77
H 1.42 -2.45 -0.96
H 0.38 -2.63 -2.40
H -0.99 0.02 -1.09
H -0.82 -1.47 -3.76
H -3.54 -1.51 -2.54
H -2.30 -2.83 -2.63
H -2.35 -1.64 -1.18
H -1.44 2.16 -0.39
H -1.99 3.37 -1.63
H 0.87 4.75 -3.29
H 3.75 1.87 -0.44
H 4.30 3.23 -3.24
H 5.06 1.63 -2.54
H 5.83 3.21 -0.50
H 6.68 3.13 -2.09
H 5.64 4.58 -1.81
C -2.57 6.92 -8.13
S -0.80 7.04 -7.82
O -0.47 6.14 -6.68
C -0.84 8.73 -7.18
H -2.79 5.92 -8.50
H -3.12 7.08 -7.20
H -2.86 7.66 -8.87
H -1.49 8.78 -6.31
H -1.19 9.41 -7.96
H 0.18 9.01 -6.88
C 4.44 2.97 7.41
S 2.77 3.59 7.68
O 2.88 4.91 8.37
C 2.31 2.36 8.92
H 4.93 3.62 6.69
H 5.00 2.98 8.35
H 4.39 1.95 7.01
H 3.00 2.41 9.76
H 2.33 1.37 8.47
H 1.30 2.58 9.27
C 3.66 -7.10 2.86
S 3.00 -5.50 3.34
O 3.09 -4.59 2.15
C 4.35 -5.07 4.46
H 2.99 -7.54 2.13
H 4.65 -6.98 2.42
H 3.71 -7.75 3.73
H 5.29 -5.07 3.92
H 4.38 -5.78 5.28
H 4.16 -4.07 4.86
C -6.37 2.23 -7.11
S -4.81 3.12 -6.94
O -5.02 4.51 -7.44
C -3.95 2.21 -8.24
H -7.09 2.67 -6.41
H -6.75 2.34 -8.13
H -6.22 1.18 -6.87
H -4.48 2.32 -9.19
H -3.88 1.16 -7.97
H -2.94 2.62 -8.34
C 0.86 -10.40 0.17
S 0.57 -9.48 1.69
O 1.86 -9.45 2.44
C -0.48 -10.72 2.46
H 1.54 -9.83 -0.47
H 1.32 -11.37 0.40
H -0.08 -10.55 -0.36
H 0.05 -11.66 2.55
H -1.39 -10.85 1.86
H -0.76 -10.36 3.45
C -8.51 -2.54 -2.81
S -6.97 -2.08 -1.98
O -6.51 -3.26 -1.20
C -7.73 -0.93 -0.82
H -8.28 -3.29 -3.56
H -9.21 -2.96 -2.08
H -8.94 -1.66 -3.29
H -8.48 -1.44 -0.22
H -8.19 -0.10 -1.37
H -6.95 -0.54 -0.16
C 1.60 7.93 11.05
S 3.31 8.01 11.63
O 3.44 9.23 12.47
C 4.03 8.39 10.02
H 0.96 7.74 11.90
H 1.32 8.88 10.59
H 1.50 7.12 10.33
H 3.60 9.31 9.62
H 3.85 7.56 9.34
H 5.11 8.52 10.15
C -5.27 -7.71 -2.69
S -4.47 -6.59 -1.53
O -3.58 -7.41 -0.65
C -5.96 -6.20 -0.59
H -4.51 -8.11 -3.37
H -5.74 -8.53 -2.15
H -6.01 -7.17 -3.27
H -6.38 -7.12 -0.18
H -6.68 -5.71 -1.24
H -5.69 -5.53 0.23
```

- DFT total energy (Eh) = -10395.77436
- charge = +1
- spin multiplicity = 1
- E_HOMO (eV) = -9.344
- HOMO-LUMO gap (eV) = 5.339

=====

Entry 3:
DFT (ωB97M-V with the def2-TZVPD basis set) results for a single C22H26N4O2S molecule.

```
55
C22H26N4O2S | the OMol25 dataset | ωB97M-V with the def2-TZVPD basis set
C -6.99 4.27 -3.01
O -6.82 4.30 -1.62
C -5.86 3.47 -1.08
C -5.73 3.53 0.31
C -4.80 2.74 0.96
C -3.96 1.87 0.25
C -4.11 1.83 -1.13
C -5.05 2.61 -1.79
H -5.12 2.53 -2.86
H -3.49 1.18 -1.73
N -3.08 1.05 0.95
C -2.27 1.61 2.02
C -0.92 2.12 1.47
N -0.18 1.10 0.74
C -1.01 0.53 -0.30
C -2.35 0.00 0.27
H -2.14 -0.78 1.01
H -2.97 -0.43 -0.52
H -1.22 1.32 -1.02
H -0.46 -0.27 -0.80
C 0.52 0.16 1.59
C 1.97 0.64 1.79
C 2.78 0.52 0.50
N 3.22 -0.84 0.25
C 4.29 -1.31 0.95
S 5.14 -0.41 2.04
N 4.69 -2.59 0.72
C 4.09 -3.44 -0.17
C 4.54 -4.75 -0.36
C 3.90 -5.56 -1.28
C 2.82 -5.09 -2.02
C 2.38 -3.80 -1.83
C 3.01 -2.96 -0.91
C 2.54 -1.59 -0.72
O 1.61 -1.11 -1.34
H 1.54 -3.40 -2.39
H 2.34 -5.73 -2.73
H 4.25 -6.57 -1.42
H 5.38 -5.11 0.21
H 5.49 -2.91 1.26
H 3.67 1.15 0.56
H 2.16 0.83 -0.34
H 1.96 1.68 2.09
H 2.45 0.06 2.58
H 0.53 -0.82 1.11
H 0.05 0.05 2.58
H -1.12 2.94 0.77
H -0.30 2.50 2.28
H -2.09 0.82 2.76
H -2.79 2.43 2.50
H -4.75 2.79 2.04
H -6.37 4.19 0.87
H -7.30 3.28 -3.36
H -6.08 4.58 -3.54
H -7.78 4.99 -3.22
```

- DFT total energy (Eh) = -1621.65071
- charge = 0
- spin multiplicity = 1
- E_HOMO (eV) = -6.917
- SMILES = COc1ccc(N2CCN(CCCn3c(=S)[nH]c4ccccc4c3=O)CC2)cc1
- HOMO-LUMO gap (eV) = 6.969

=====

Entry 4:
DFT (ωB97M-V with the def2-TZVPD basis set) results for 13 unconnected molecules or ions with the total composition C43H69Cl24F2N2O5PSSi at a distorted geometry.

```
148
C43H69Cl24F2N2O5PSSi | the OMol25 dataset | ωB97M-V with the def2-TZVPD basis set
C -2.44 5.75 -1.71
C -3.05 4.60 -2.14
C -2.66 3.27 -1.41
C -3.55 2.00 -1.78
C -3.59 1.97 -3.39
O -2.26 1.80 -3.88
C -2.25 1.22 -5.19
C -0.78 1.36 -5.80
C 0.14 2.37 -5.02
C 1.39 1.81 -4.43
C 2.38 2.61 -3.70
C 2.12 4.06 -3.54
C 0.86 4.64 -4.09
C 0.66 6.19 -3.84
C -0.13 3.81 -4.83
N -2.57 -0.24 -5.18
C -2.83 -0.77 -6.56
C -1.99 -2.10 -6.76
C -0.56 -1.88 -7.44
C 0.62 -2.26 -6.47
O -2.91 0.77 -1.41
C -3.19 0.30 -0.11
N -2.88 1.25 1.00
C -1.67 1.47 1.14
O -0.55 1.77 0.98
C -2.38 -1.07 0.03
F -3.11 -1.98 -0.79
F -1.11 -1.00 -0.54
C -2.40 -1.68 1.48
C -1.03 -1.59 2.26
Si 0.02 -3.19 2.26
C 1.76 -2.71 1.55
C -0.65 -4.59 1.16
C 0.33 -3.72 4.08
C -0.56 -3.38 5.21
C -0.29 -3.77 6.62
C 0.95 -4.54 6.89
C 1.86 -4.92 5.78
C 1.57 -4.50 4.39
P -5.33 2.21 -1.23
O -5.50 2.58 0.41
O -6.17 0.75 -1.43
S -6.33 3.56 -2.18
H -1.90 5.84 -0.73
H -2.44 6.68 -2.35
H -3.75 4.70 -3.00
H -1.55 3.07 -1.53
H -2.80 3.46 -0.30
H -4.16 2.83 -3.82
H -4.18 1.03 -3.65
H -3.00 1.76 -5.86
H -0.88 1.70 -6.87
H -0.30 0.35 -5.75
H 1.59 0.70 -4.54
H 3.29 2.10 -3.29
H 2.89 4.68 -3.01
H -0.36 6.40 -3.41
H 0.74 6.78 -4.80
H 1.49 6.55 -3.16
H -1.07 4.26 -5.24
H -1.85 -0.76 -4.68
H -2.61 -0.01 -7.38
H -3.92 -1.05 -6.63
H -2.61 -2.81 -7.38
H -1.83 -2.63 -5.76
H -0.48 -0.77 -7.68
H -0.45 -2.44 -8.40
H 0.33 -2.19 -5.38
H 1.52 -1.57 -6.59
H 0.98 -3.32 -6.64
H -4.26 -0.03 0.05
H -3.22 -1.14 2.05
H -2.73 -2.76 1.43
H -0.35 -0.75 1.95
H -1.30 -1.38 3.35
H 1.66 -1.66 1.13
H 2.07 -3.36 0.69
H 2.54 -2.62 2.37
H -1.51 -5.16 1.64
H -0.88 -4.27 0.10
H 0.19 -5.36 1.08
H -1.50 -2.79 5.04
H -0.98 -3.46 7.45
H 1.18 -4.85 7.95
H 2.81 -5.50 5.98
H 2.23 -4.74 3.51
H -4.70 3.05 0.73
H -6.86 0.72 -0.73
C 5.74 -3.96 7.39
Cl 4.75 -5.43 7.31
Cl 4.94 -2.60 6.60
H 5.91 -3.71 8.44
H 6.69 -4.15 6.90
C 1.26 -3.84 11.22
Cl 2.00 -5.19 10.35
Cl -0.15 -3.21 10.37
H 0.95 -4.19 12.21
H 1.99 -3.05 11.33
C 4.38 -3.45 -7.74
Cl 3.38 -4.90 -7.86
Cl 3.61 -2.06 -8.52
H 4.55 -3.22 -6.69
H 5.34 -3.64 -8.24
C 0.50 4.56 2.08
Cl 2.07 5.06 2.71
Cl -0.09 5.70 0.86
H 0.59 3.58 1.62
H -0.22 4.52 2.89
C -4.38 1.91 -9.32
Cl -5.15 0.37 -8.94
Cl -3.05 2.26 -8.20
H -3.99 1.87 -10.33
H -5.12 2.70 -9.24
C 6.03 -5.73 10.67
Cl 7.58 -4.88 10.55
Cl 4.83 -4.76 11.53
H 5.67 -5.93 9.66
H 6.18 -6.66 11.20
C -0.05 -4.48 -2.86
Cl 0.60 -4.89 -4.45
Cl -0.67 -2.83 -2.84
H -0.86 -5.17 -2.62
H 0.74 -4.58 -2.12
C 4.77 2.69 2.37
Cl 5.69 3.42 1.04
Cl 5.84 2.17 3.68
H 4.07 3.43 2.75
H 4.23 1.83 1.99
C 4.00 -3.04 15.24
Cl 4.52 -1.41 15.67
Cl 2.98 -3.03 13.79
H 4.88 -3.65 15.05
H 3.43 -3.46 16.07
C -6.63 -2.62 -0.58
Cl -6.19 -3.62 0.81
Cl -8.23 -1.89 -0.36
H -5.90 -1.82 -0.69
H -6.64 -3.24 -1.47
C 5.91 5.90 -3.38
Cl 4.75 5.46 -2.12
Cl 5.69 7.58 -3.89
H 6.92 5.78 -3.00
H 5.76 5.25 -4.24
C -0.61 9.19 1.57
Cl -0.15 10.85 1.97
Cl -1.62 9.13 0.12
H 0.29 8.60 1.40
H -1.17 8.76 2.40
```

- DFT total energy (Eh) = -14438.77168
- charge = 0
- spin multiplicity = 1
- E_HOMO (eV) = -8.086
- HOMO-LUMO gap (eV) = 8.088